[1]
A 3-piece molecular cluster, C28H47ClNO13P2SSi overall. Source: the OMol25 dataset; level of theory: ωB97M-V/def2-TZVPD.

Structure (XYZ):
```
94
C28H47ClNO13P2SSi (ωB97M-V/def2-TZVPD)
C 6.34349 -5.43680 0.81570
C 7.53483 -6.00155 0.02020
C 7.02680 -6.82723 -1.18478
C 7.24563 -6.11266 -2.52504
C 6.26331 -4.99469 -2.72416
C 4.95559 -5.14211 -2.89232
Cl 4.15992 -6.67723 -2.96004
C 4.05737 -3.94874 -3.04686
O 3.12158 -3.96750 -3.81324
C 4.46151 -2.78281 -2.21473
C 3.53478 -1.92806 -1.61860
C 2.04379 -2.12756 -1.75157
C 1.33566 -0.94001 -2.41577
O 0.16371 -1.29005 -3.15035
Si -1.08430 -2.00801 -2.32362
C -0.86534 -3.86894 -2.13031
C -2.66326 -1.78419 -3.31300
C -1.28928 -1.29911 -0.60038
C 4.02347 -0.87509 -0.84913
N 3.13214 0.03655 -0.19189
C 3.03989 -0.19253 1.28016
C 2.76535 -1.63398 1.66458
C 5.39147 -0.67164 -0.69788
C 5.87960 0.48182 0.17814
O 5.77034 1.63712 -0.26364
O 6.31804 0.10638 1.28160
C 6.32778 -1.52032 -1.29985
S 8.05810 -1.17835 -1.06363
C 5.84089 -2.58702 -2.05323
C 6.76606 -3.57749 -2.70306
O 7.83127 -3.30385 -3.20277
H 5.56774 -5.13812 0.10763
H 5.89869 -6.21878 1.43205
H 6.61233 -4.58426 1.43577
H 8.19388 -5.19390 -0.29604
H 8.06118 -6.70305 0.66843
H 5.97607 -7.05197 -1.00682
H 7.51503 -7.80237 -1.24743
H 8.25157 -5.69384 -2.49685
H 7.20905 -6.79270 -3.37760
H 1.65620 -2.24814 -0.73836
H 1.82897 -3.05455 -2.26981
H 2.02778 -0.48771 -3.12826
H 1.14858 -0.18305 -1.65756
H -0.60974 -4.33556 -3.08049
H -0.11974 -4.10198 -1.37037
H -1.81499 -4.25853 -1.75515
H -2.48567 -1.84070 -4.38589
H -3.22174 -0.89750 -3.01821
H -3.29756 -2.64053 -3.06454
H -0.34818 -0.99767 -0.13658
H -1.73927 -2.04346 0.06002
H -1.94855 -0.42909 -0.58538
H 3.54285 0.96410 -0.26904
H 2.19613 0.40472 1.63879
H 3.93182 0.20032 1.77211
H 3.59112 -2.30481 1.43574
H 1.82736 -1.95398 1.21268
H 2.60502 -1.67502 2.74390
H 8.35686 -1.99164 -0.04098
C -1.22303 3.14673 1.21386
O -2.53936 3.33106 1.73215
P -2.89957 2.47974 3.14782
O -3.35419 1.25797 2.41327
O -4.10104 3.52584 3.49801
C -3.99285 4.93821 3.28487
O -2.97152 1.90316 4.68837
C -4.05060 1.02296 4.98989
H -1.13641 3.67784 0.26968
H -0.48078 3.54428 1.90667
H -1.04592 2.08130 1.04993
H -4.43705 5.19205 2.32357
H -2.95837 5.27565 3.30316
H -4.54780 5.44003 4.07482
H -3.87251 0.03483 4.57232
H -4.99183 1.42082 4.61260
H -4.09672 0.95199 6.07640
C -9.88778 7.92936 3.19260
O -9.06297 8.04025 2.01509
P -8.83708 6.70188 1.10427
O -7.67315 6.00912 1.67821
O -8.47031 7.58160 -0.21769
C -8.93086 8.91140 -0.44999
O -9.69509 5.62994 0.27327
C -8.94101 4.66619 -0.47576
H -9.89259 8.90019 3.68027
H -10.91151 7.66241 2.92973
H -9.47443 7.18590 3.87569
H -8.17186 9.62151 -0.12181
H -9.86301 9.12211 0.06856
H -9.08527 9.02495 -1.52158
H -8.52173 3.91029 0.18363
H -8.14593 5.15092 -1.03882
H -9.63891 4.19696 -1.16542
```

Computed properties:
frontier orbital gap: 5.03 eV
HOMO: -5.2 eV
net charge: -1


[2]
C28H47MnNPS2Si2 as an isolated structure. Source: the OMol25 dataset; level of theory: ωB97M-V/def2-TZVPD.

Structure (XYZ):
```
82
C28H47MnNPS2Si2 (ωB97M-V/def2-TZVPD)
Mn -0.98242 -0.47474 0.17254
S -1.18167 -0.17207 2.51357
C -2.46779 -1.25278 3.00259
C -2.98946 -1.25682 4.29377
C -4.15955 -1.94852 4.62058
C -4.75393 -2.73648 3.62847
C -4.18352 -2.78022 2.34648
C -3.10069 -2.01433 2.00045
S -2.61069 -2.01434 0.32759
H -2.47913 -0.65477 5.06645
H -4.55069 -1.82385 5.61390
H -5.66819 -3.30981 3.84914
H -4.61880 -3.39214 1.53495
C -0.15381 0.57006 -3.29707
Si -1.44564 -0.26397 -2.18457
C -1.72407 -1.88120 -3.05758
C -2.86902 0.86892 -2.43587
C -3.43321 1.04532 -3.71694
C -4.51656 1.86422 -3.99051
C -5.02990 2.62569 -2.91600
C -4.45826 2.42557 -1.64735
C -3.39591 1.59689 -1.38104
Si -2.67745 1.35322 0.27502
C -1.85501 2.88505 0.95516
C -4.12093 1.11605 1.43799
H -0.56425 0.81196 -4.31131
H 0.60682 -0.21835 -3.47188
H 0.31481 1.45795 -2.84605
H -2.08151 -1.74533 -4.10662
H -2.48834 -2.51556 -2.53455
H -0.80869 -2.48102 -3.03524
H -3.05153 0.44098 -4.51450
H -4.86555 1.93967 -4.99605
H -5.82866 3.31570 -3.04834
H -5.01204 2.95990 -0.87866
H -2.54761 3.71541 1.05566
H -1.08779 3.23448 0.26630
H -1.44187 2.59305 1.93204
H -4.98758 1.78481 1.09888
H -3.80768 1.27853 2.44918
H -4.49851 0.09532 1.34521
C 4.40523 -1.71505 -0.95495
C 2.91402 -1.64506 -0.75135
C 2.46061 -2.93422 0.04260
C 2.26324 -1.75708 -2.10824
P 2.25598 -0.11233 0.08214
N 0.75118 -0.02568 -0.07694
C 2.73203 -0.26377 1.95968
C 2.23673 1.01278 2.62693
C 4.23945 -0.51536 2.35295
C 1.96913 -1.44418 2.62154
C 3.04553 1.41536 -0.64292
C 4.43451 1.84294 0.00036
C 3.13725 1.23007 -2.15968
C 2.06339 2.63140 -0.43141
H 4.69308 -2.62792 -1.49438
H 4.96884 -1.66207 -0.05133
H 4.73917 -0.89975 -1.59106
H 2.53010 -3.77481 -0.63309
H 1.42680 -2.84520 0.36818
H 3.07952 -3.12692 0.91500
H 2.50370 -2.72600 -2.53184
H 2.56554 -0.98297 -2.78243
H 1.18996 -1.71670 -2.03539
H 2.95439 1.84435 2.46798
H 2.05636 0.87508 3.67873
H 1.25963 1.33863 2.18957
H 4.90696 0.32214 2.07121
H 4.66422 -1.43257 1.91840
H 4.25051 -0.65702 3.44155
H 0.92894 -1.53861 2.35227
H 2.06688 -1.27550 3.70726
H 2.47945 -2.38173 2.45796
H 5.15406 1.04856 0.00904
H 4.32535 2.15653 1.01081
H 4.80692 2.67460 -0.60794
H 3.93832 0.52972 -2.50958
H 3.50576 2.23080 -2.58040
H 2.20552 0.96198 -2.63779
H 1.97742 2.96001 0.61994
H 1.04407 2.40609 -0.74690
H 2.44648 3.53697 -0.98230
```

Computed properties:
spin multiplicity: 4
frontier orbital gap (spin up / spin down): 6.58 / 6.41 eV
HOMO (spin up / spin down): -4.0 / -3.8 eV
net charge: -1


[3]
C28H48AlF12O19S4V as an isolated structure. Source: the OMol25 dataset; level of theory: ωB97M-V/def2-TZVPD.

Structure (XYZ):
```
113
C28H48AlF12O19S4V (ωB97M-V/def2-TZVPD)
O 2.16840 -5.01223 -0.43021
V 1.86939 -3.69414 -1.16107
Al -0.03657 0.01495 -4.29525
C -2.07928 -4.77565 -3.29201
F -2.66197 -4.78390 -2.10391
F -1.81087 -5.98764 -3.68990
F -2.84909 -4.20133 -4.19151
S -0.50977 -3.80573 -3.28416
O 0.19643 -4.23793 -4.43838
O -0.80156 -2.41527 -3.26644
O 0.19595 -4.14647 -2.00459
C 4.74208 -0.58103 -0.46375
F 5.86759 -0.06157 -0.92610
F 4.51224 -0.07234 0.72822
F 3.74260 -0.25925 -1.30189
S 4.99020 -2.41861 -0.41885
O 3.55680 -2.90773 -0.52987
O 5.76943 -2.72627 -1.56153
O 5.55404 -2.70862 0.85481
C 0.05619 -0.14742 1.09928
F -0.72732 0.92240 0.99711
F 1.29996 0.21602 1.26068
F -0.35488 -0.87486 2.11737
S -0.17130 -1.14947 -0.43903
O 1.00659 -2.04740 -0.49587
O -1.43632 -1.77610 -0.24874
O -0.02064 -0.29371 -1.56373
C 3.47796 -1.30511 -4.80787
F 3.25431 -0.56801 -5.86735
F 3.74536 -2.54171 -5.19817
F 4.43722 -0.81745 -4.07870
S 1.90735 -1.32539 -3.81549
O 1.78729 -0.05955 -3.15108
O 0.82597 -1.44470 -4.79850
O 2.05094 -2.48699 -2.89763
C -4.79876 -1.72987 -3.38313
C -5.11313 -0.82978 -4.59882
C -3.79715 -0.08330 -4.84849
O -2.80956 -0.62681 -3.96617
C -3.47924 -1.18390 -2.84384
H -4.75375 -2.78749 -3.63903
H -5.58503 -1.62270 -2.63790
H -5.84969 -0.09038 -4.29178
H -5.46205 -1.33943 -5.49100
H -3.91864 0.96863 -4.55355
H -3.37270 -0.03811 -5.85073
H -3.76249 -0.44684 -2.07502
H -2.80694 -1.87251 -2.35095
C -0.48516 -4.05963 3.72677
C 0.93646 -4.14814 4.28174
C 1.69380 -3.63783 3.05076
O 1.00528 -4.26194 1.95002
C -0.30853 -4.65363 2.33207
H -0.85889 -3.03725 3.80484
H -1.19980 -4.66790 4.29155
H 1.25599 -5.16783 4.49061
H 1.06628 -3.51145 5.15399
H 2.73942 -3.93100 3.00185
H 1.59771 -2.54891 2.97716
H -0.51209 -5.73116 2.38041
H -1.04418 -4.28884 1.60427
C -2.86446 3.41324 -1.47000
C -2.44416 4.23530 -2.68132
C -2.14300 3.15853 -3.71872
O -1.72496 1.99075 -3.00153
C -2.00253 2.16483 -1.60857
H -3.94222 3.28163 -1.35607
H -2.61232 3.86396 -0.50349
H -1.61262 4.90721 -2.45634
H -3.20254 4.91630 -3.07296
H -1.37015 3.49716 -4.41060
H -3.03926 2.93772 -4.30860
H -1.03991 2.31232 -1.11229
H -2.42350 1.26442 -1.15923
C -1.33126 3.15209 4.74491
C -2.36709 3.74116 5.72056
C -3.31236 2.59477 5.93516
O -3.40260 1.97027 4.65197
C -2.11107 1.98917 4.10183
H -0.48503 2.74402 5.30791
H -0.90877 3.82888 4.00755
H -2.85321 4.53408 5.14389
H -1.98062 4.19662 6.62850
H -4.33296 2.92847 6.12364
H -2.99875 1.90917 6.72952
H -2.14839 2.18862 3.02840
H -1.61240 1.02983 4.27880
C 1.59878 4.59750 -2.43872
C 1.65970 3.62303 -1.26552
C 2.01020 2.30739 -1.93566
O 1.41115 2.34177 -3.25319
C 1.46794 3.70305 -3.67523
H 2.41941 5.31006 -2.47712
H 0.69687 5.20920 -2.40432
H 0.66493 3.51589 -0.82679
H 2.39774 3.78373 -0.48453
H 1.80171 1.39940 -1.39669
H 3.08162 2.34422 -2.18776
H 0.58567 3.98801 -4.25188
H 2.28195 3.82614 -4.40109
C 2.10709 0.60081 4.44694
C 3.46746 1.23035 4.83186
C 3.51422 1.20850 6.35705
O 2.15493 1.23316 6.77503
C 1.44373 0.44887 5.82292
H 2.22728 -0.36714 3.96741
H 1.58427 1.30921 3.80584
H 3.46817 2.28076 4.53352
H 4.32435 0.75628 4.35511
H 4.08261 2.01959 6.81248
H 3.97914 0.31590 6.80897
H 0.38434 0.68152 5.94613
H 1.51903 -0.60953 6.14083
```

Computed properties:
spin multiplicity: 2
frontier orbital gap (spin up / spin down): 4.15 / 4.15 eV
HOMO (spin up / spin down): -11.2 / -11.2 eV
net charge: +1


no.,energy (a.u.)
1,-3958.69774
2,-4017.69077
3,-6502.48379